The following is a quantum chemistry calculation of C30H32F4N11ORuS as an isolated structure at a distorted geometry, from the Open Molecules 2025 dataset.

```
80
Properties=species:S:1:pos:R:3:forces:R:3
Ru -0.24123 -0.56715 -0.48901 -1.00 -0.89 -1.03
C -0.47484 0.00790 -6.03608 -0.17 -0.11 0.15
C -1.74821 -0.28049 -5.24660 0.15 -0.20 -0.39
N -1.92050 0.66749 -4.16706 0.03 0.34 -0.02
C -1.71331 0.41954 -2.87448 -0.31 -0.36 0.68
S -1.63263 -1.24212 -2.32902 0.33 0.10 0.45
N -1.70995 1.41664 -2.03810 -0.57 1.23 -1.35
N -1.34285 1.28125 -0.75953 0.44 -0.82 0.94
C -1.85242 2.14874 0.06179 -0.28 -0.10 -0.82
C -2.95020 3.05563 -0.40865 0.21 0.10 -0.10
C -1.32200 2.46824 1.39395 0.02 -0.05 0.90
C -2.17703 2.64679 2.48398 0.14 -0.14 -0.12
C -1.66974 3.21772 3.64230 0.10 0.01 -0.13
C -0.35681 3.65377 3.66908 0.12 -0.05 -0.25
C 0.41937 3.41691 2.53427 -0.87 -0.20 0.13
N -0.03709 2.79717 1.45252 0.20 0.14 0.08
H -0.34315 -0.74204 -6.81067 0.03 -0.03 -0.13
H 0.39563 -0.01623 -5.38401 0.09 -0.03 0.08
H -0.52085 0.98723 -6.50630 0.00 0.10 -0.08
H -1.70541 -1.28259 -4.81616 -0.10 0.14 -0.11
H -2.62157 -0.22347 -5.90235 0.05 -0.08 0.08
H -1.91688 1.64457 -4.42678 -0.05 0.02 0.14
H -2.69583 3.41160 -1.40825 -0.10 0.00 0.04
H -3.07726 3.89859 0.26395 -0.07 -0.02 0.04
H -3.88630 2.50098 -0.48966 -0.06 0.00 -0.07
H -3.21457 2.36189 2.41687 -0.13 -0.01 -0.02
H -2.30104 3.35828 4.50715 -0.06 0.02 0.03
H 0.04913 4.17701 4.52058 0.05 0.00 0.13
H 2.05032 4.54392 3.14315 0.10 -0.24 -0.24
C -0.81423 -4.31485 2.83459 -0.06 -0.13 0.15
N -0.97872 -3.78025 1.49803 0.06 0.02 -0.06
C 0.25453 -3.64091 0.76233 -0.12 0.03 -0.23
C -2.03154 -2.94679 1.21946 -0.24 -0.17 0.16
N -1.84285 -1.74427 0.75950 0.28 0.82 -0.49
N -3.27020 -3.45209 1.45617 0.21 0.19 0.03
C -3.53042 -4.87682 1.45038 -0.03 -0.36 0.04
C -4.44008 -2.62236 1.26624 -0.04 0.19 0.05
H -0.09067 -3.71545 3.40090 -0.02 0.00 0.00
H -0.43817 -5.33774 2.78579 -0.03 -0.02 0.04
H -1.75761 -4.30707 3.37285 -0.02 -0.03 0.01
H 0.72743 -4.62333 0.70664 0.08 0.08 -0.02
H 0.95993 -2.94151 1.22981 0.00 -0.02 -0.04
H 0.02658 -3.30771 -0.25228 0.19 -0.15 0.18
H -2.70206 -1.30261 0.43565 0.19 -0.31 0.02
H -2.62868 -5.42590 1.19656 -0.03 0.00 0.02
H -4.29226 -5.10018 0.70165 0.01 -0.02 0.00
H -3.89411 -5.21090 2.42330 -0.01 -0.05 0.00
H -4.30030 -1.65468 1.74757 -0.05 0.03 0.00
H -5.29337 -3.10756 1.73368 0.00 0.01 0.01
H -4.66695 -2.47338 0.20379 0.00 0.01 0.04
F 5.68572 0.12187 -2.19873 -0.14 0.12 0.10
C 4.62921 0.86580 -1.87100 -0.33 -0.09 -0.03
C 4.77211 1.85770 -0.90616 -0.13 0.03 0.00
F 5.97455 2.02793 -0.34973 -0.08 -0.09 0.00
C 3.67881 2.58681 -0.42827 -0.27 -0.36 -0.75
C 2.46821 2.40831 -1.11642 0.32 -0.11 -0.10
C 2.31482 1.37817 -2.01239 0.16 0.04 -0.27
F 1.07073 1.13408 -2.49489 0.43 0.27 0.08
C 3.36994 0.53507 -2.37877 0.23 0.56 0.37
C 3.02996 -0.74588 -3.01231 -0.67 0.02 0.83
C 2.04729 -1.31599 -2.26070 0.91 0.10 -0.53
N 1.30377 -1.57081 -1.38949 -0.78 0.04 0.79
C 3.58717 -1.27926 -4.16779 0.05 -0.27 -0.72
N 3.99608 -1.70820 -5.15347 0.20 -0.11 -0.16
F 1.41107 3.18242 -0.85209 0.09 -0.09 -0.15
C 3.65128 3.29823 0.84968 -0.28 0.13 0.19
C 4.82947 3.55546 1.60331 -0.04 0.26 0.02
N 5.70611 3.80910 2.29626 0.43 0.05 0.37
C 2.46626 3.47299 1.43162 0.48 -0.25 -0.49
N 1.74511 3.84841 2.45896 0.16 0.57 0.72
C 3.16866 -0.10369 1.83170 0.36 0.09 0.53
O 2.14124 -0.06767 0.82708 -0.58 -0.02 0.09
C 0.86981 -0.14880 1.07658 0.86 -0.02 0.65
C 0.40345 -0.15966 2.49637 -0.06 0.05 -0.08
H 3.01109 -0.92415 2.53645 -0.05 0.05 -0.20
H 3.20428 0.84115 2.37872 -0.05 -0.04 -0.13
H 4.10054 -0.25820 1.28881 -0.15 0.06 0.05
H 0.67903 0.77274 2.99063 0.07 0.07 0.02
H 0.88328 -0.96407 3.05968 0.02 -0.10 -0.08
H -0.67804 -0.29131 2.53681 0.17 0.03 -0.01
```
Forces are in eV/Å.

Summary:
Total charge: +1
E_HOMO (alpha / beta): -10.26 / -10.15 eV
Largest force on an atom: 0.0373 hartree/bohr
E_LUMO (alpha / beta): -3.19 / -4.95 eV
2S+1: 5
ΔE to the lowest compared entry with this formula, charge and spin: 43.8 kcal per mole